Record 1
The following is a quantum chemistry calculation of an isolated molecule of C6H9ClO at a distorted geometry, from OMol25.

Properties
Charge: 0
LUMO energy: 0.822 eV
Gap between HOMO and LUMO: 9.79 eV
Spin multiplicity: 1
Structure (SMILES): C=CCOC(=C)CCl
Relative energy (zero: lowest compared OMol25 entry of this formula, charge and spin): 84.08 kcal per mole

Each line ends with the natural charge from an NBO analysis.
CARTESIAN COORDINATES (ANGSTROEM)
C  -1.550679  -0.727196  -2.310941  -0.387
C  -1.748340  0.302133  -1.486838  -0.209
C  -0.788982  0.668993  -0.416977  -0.121
O  0.271884  -0.320868  -0.430168  -0.531
C  1.068370  -0.251252  0.681763  0.287
C  2.382415  -0.498024  0.515191  -0.458
C  0.488307  -0.092318  2.072501  -0.516
Cl  -0.018443  1.454823  2.282984  0.011
H  -0.633274  -1.240429  -2.235784  0.213
H  -2.125697  -0.828562  -3.138009  0.194
H  -2.525682  1.047503  -1.368194  0.203
H  -0.223021  1.604588  -0.721762  0.202
H  -1.329663  0.782123  0.714402  0.197
H  2.902548  -0.782038  -0.494647  0.221
H  3.004782  -0.271648  1.361213  0.198
H  1.257043  -0.185651  2.980398  0.262
H  -0.431569  -0.662175  1.994867  0.235

Atoms 1-3, force components in eV/Å:
C 0.58 2.29 1.97
C 0.44 0.08 0.91
C 0.37 -0.24 1.41

---

Record 2
The following is a quantum chemistry calculation of a structure of composition C12H12F5O12Ti at a distorted geometry, from OMol25.

Properties
Charge: 0
LUMO energy (alpha / beta): 0.224 / 0.157 eV
Gap between HOMO and LUMO (alpha / beta): 4.69 / 10.25 eV
Spin multiplicity: 4
Relative energy (zero: lowest compared OMol25 entry of this formula, charge and spin): 0.00 kcal per mole

Each line ends with the natural charge from an NBO analysis.
CARTESIAN COORDINATES (ANGSTROEM)
Ti  10.023241  8.888466  11.725865  1.377
F  7.998667  9.704908  11.078864  -0.857
C  6.811519  10.498165  14.379956  -0.128
C  7.501118  9.177849  14.251126  0.417
O  6.836412  8.337748  15.194565  -0.493
C  6.029330  9.079406  16.013038  0.975
O  5.374101  8.667839  16.893588  -0.553
O  6.101718  10.378401  15.652628  -0.492
F  8.838533  9.369591  14.669120  -0.363
H  6.074453  10.622364  13.600198  0.213
H  7.528562  11.327217  14.385621  0.219
H  7.504151  8.730659  13.244279  0.210
C  14.459733  6.485809  11.874298  -0.137
C  14.551893  6.368685  13.405677  0.439
O  13.548478  7.139915  13.925380  -0.502
C  12.947267  7.841060  12.898728  0.747
O  11.755861  8.217658  12.720847  -0.828
O  13.572670  7.565557  11.727057  -0.533
F  15.735947  6.810321  13.818550  -0.344
H  14.116348  5.555869  11.389539  0.176
H  15.436541  6.775466  11.477323  0.195
H  14.419031  5.336487  13.797995  0.141
C  10.460936  14.152062  13.078749  -0.126
C  11.099063  14.075634  11.653334  0.439
O  11.063955  12.700124  11.402831  -0.494
C  10.744637  11.932960  12.513266  1.046
O  10.766597  10.756799  12.557078  -0.614
O  10.460809  12.781900  13.471661  -0.465
F  12.466208  14.373319  11.718371  -0.345
H  9.448944  14.536585  13.152526  0.211
H  11.053942  14.742278  13.763768  0.226
H  10.602780  14.624120  10.872273  0.185
C  11.823240  6.954023  7.245271  -0.137
C  11.491733  8.213890  6.525469  0.429
O  11.513380  9.145839  7.612498  -0.485
C  11.208181  8.457462  8.771578  1.021
O  10.849434  8.984258  9.765967  -0.617
O  11.256277  7.118056  8.534868  -0.459
F  10.227204  8.178924  6.121034  -0.314
H  12.891176  6.721013  7.382983  0.209
H  11.381177  6.116317  6.771199  0.221
H  12.230738  8.633202  5.827764  0.189

Atoms 1-3, force components in eV/Å:
Ti -0.43 0.58 0.27
F 1.83 -0.88 0.93
C -0.69 0.11 0.63

---

Record 3
The following is a quantum chemistry calculation of an isolated molecule of C16H16N4O6S at a distorted geometry, from OMol25.

Properties
Charge: 0
LUMO energy: -1.276 eV
Gap between HOMO and LUMO: 7.50 eV
Spin multiplicity: 1
Structure (SMILES): C[C@H](C(=O)NO)N(Cc1ccccc1[N+](=O)[O-])Sc1ccccc1[N+](=O)[O-]
Relative energy (zero: lowest compared OMol25 entry of this formula, charge and spin): 146.18 kcal per mole

Each line ends with the natural charge from an NBO analysis.
CARTESIAN COORDINATES (ANGSTROEM)
C  1.663206  -2.352328  -0.311914  -0.599
C  0.589893  -1.571009  -1.159839  -0.133
C  1.344310  -0.902253  -2.277140  0.615
O  2.491033  -0.425690  -2.134327  -0.634
N  0.876656  -1.037114  -3.584222  -0.301
O  1.366276  -0.299913  -4.655731  -0.550
N  -0.113435  -0.650826  -0.127944  -0.616
C  -1.530105  -0.795306  0.255778  -0.267
C  -2.361093  0.295782  -0.330433  0.017
C  -2.619110  1.469467  0.603726  -0.182
C  -3.590657  2.351540  0.314205  -0.197
C  -4.224718  2.225810  -0.896475  -0.211
C  -3.956189  1.288812  -1.853319  -0.194
C  -2.994143  0.261989  -1.627345  0.085
N  -2.823416  -0.698961  -2.702718  0.476
O  -2.448324  -1.860111  -2.416070  -0.375
O  -2.829341  -0.217539  -3.904009  -0.372
S  0.620226  0.819176  0.261670  0.486
C  1.763363  0.654504  1.575980  -0.246
C  2.983025  1.255175  1.213722  -0.192
C  3.964570  1.345410  2.216763  -0.200
C  3.827413  0.756980  3.461179  -0.199
C  2.557197  0.116982  3.792260  -0.216
C  1.519833  0.107418  2.900565  0.112
N  0.248141  -0.395629  3.320073  0.509
O  -0.507438  0.427214  3.673053  -0.307
O  0.076707  -1.657204  3.192887  -0.398
H  1.219230  -2.807146  0.487825  0.214
H  2.180266  -3.167748  -0.830769  0.216
H  2.467050  -1.652594  0.056671  0.233
H  -0.122559  -2.222010  -1.609211  0.231
H  -0.142876  -1.092523  -3.561663  0.379
H  2.208809  0.188400  -4.499237  0.502
H  -1.695670  -0.664112  1.320306  0.215
H  -1.901344  -1.790972  0.116295  0.242
H  -2.054981  1.537886  1.562935  0.241
H  -3.876809  3.164874  1.027091  0.231
H  -4.957016  2.899471  -1.197481  0.213
H  -4.450528  1.457876  -2.777136  0.238
H  3.148274  1.579617  0.190442  0.255
H  4.896029  1.832499  2.041390  0.219
H  4.725890  0.630260  4.166151  0.234
H  2.462356  -0.406153  4.706014  0.225

Atoms 1-3, force components in eV/Å:
C 1.49 1.41 -2.05
C 0.81 0.27 2.61
C 3.62 1.57 -1.90

---

Record 4
The following is a quantum chemistry calculation of a structure of composition C48H55CdGeN7O6PSi3 at a distorted geometry, from OMol25.

Properties
Charge: 0
LUMO energy (alpha / beta): -1.499 / -1.496 eV
Gap between HOMO and LUMO (alpha / beta): 4.04 / 6.41 eV
Spin multiplicity: 2
Relative energy (zero: lowest compared OMol25 entry of this formula, charge and spin): 0.00 kcal per mole

Each line ends with the Löwdin charge.
CARTESIAN COORDINATES (ANGSTROEM)
Cd  -0.088430  -0.749800  -0.956231  1.452
C  3.278424  -3.830506  -0.141051  -0.168
C  2.598717  -2.659248  -0.035389  -0.304
N  1.746357  -2.193114  -0.970154  -0.013
C  1.595443  -3.007550  -2.078737  -0.229
C  2.269664  -4.248304  -2.119846  -0.096
N  3.097997  -4.676400  -1.205184  0.066
C  0.802738  -2.526570  -3.168364  -0.234
C  0.402628  -3.341449  -4.251112  0.044
C  -0.373560  -2.828751  -5.253031  -0.144
C  -0.720501  -1.461553  -5.190585  0.026
C  -0.306739  -0.715932  -4.117409  -0.228
N  0.422332  -1.228459  -3.106123  0.032
C  -0.528188  0.755554  -4.111600  -0.209
C  -1.555959  1.356743  -4.841527  -0.072
N  -1.633271  2.666423  -5.009454  0.101
C  -0.700597  3.397531  -4.408398  -0.121
C  0.262575  2.814741  -3.604513  -0.133
N  0.353102  1.499287  -3.453605  0.131
C  -0.833863  -3.672005  -6.381504  -0.166
C  -0.074474  -4.734450  -6.859744  -0.016
C  -0.553380  -5.487174  -7.919104  -0.142
N  -1.714783  -5.257238  -8.527946  0.057
C  -2.440352  -4.241613  -8.066127  -0.140
C  -2.049398  -3.430542  -7.013049  -0.015
H  3.979036  -4.143145  0.622163  0.101
H  2.753960  -2.032170  0.834043  0.025
H  2.137896  -4.900126  -2.976072  0.106
H  0.663610  -4.388983  -4.256630  0.106
H  -1.249988  -0.993123  -6.006842  0.109
H  -2.346774  0.762816  -5.282843  0.118
H  -0.729813  4.468590  -4.568955  0.105
H  0.991191  3.418593  -3.071924  0.096
H  0.892888  -4.964774  -6.433511  0.111
H  0.031669  -6.314380  -8.305202  0.105
H  -3.387013  -4.066159  -8.564699  0.105
H  -2.704293  -2.639235  -6.672813  0.109
O  -1.469848  -1.422905  1.042228  -0.201
C  -2.697563  -1.504367  1.067331  -0.206
C  -3.568050  -1.810623  -0.019813  -0.110
C  -4.935130  -1.916855  0.276793  0.042
C  -5.838224  -2.174094  -0.712620  -0.162
C  -5.422230  -2.297927  -2.057258  0.007
C  -4.105652  -2.197928  -2.373876  0.012
C  -3.093985  -2.000137  -1.369450  -0.353
O  -1.875505  -1.998241  -1.695862  -0.111
N  -7.245433  -2.318736  -0.379287  -0.368
O  -7.569555  -2.253199  0.794553  0.052
O  -8.029937  -2.498927  -1.294116  0.059
H  -3.207848  -1.327001  2.033441  0.129
H  -5.282629  -1.798666  1.295568  0.125
H  -6.174490  -2.459026  -2.816492  0.118
H  -3.765994  -2.278255  -3.398464  0.110
O  -2.357137  2.038553  -1.704362  0.066
C  -1.630531  1.939938  -0.743187  -0.709
O  -1.240319  0.849954  -0.162362  -0.266
C  -1.023590  3.167061  -0.056315  -0.199
P  -0.035215  2.682423  1.443976  1.040
C  -1.343859  2.864457  2.696078  -0.383
C  -1.802973  4.113719  3.107333  -0.086
C  -2.845814  4.204464  4.016223  -0.067
C  -3.440329  3.051554  4.511743  -0.070
C  -2.996114  1.806115  4.091702  -0.064
C  -1.949863  1.714109  3.184428  -0.107
C  0.994308  4.203906  1.624176  -0.347
C  1.327822  5.024794  0.542985  -0.088
C  2.161798  6.121187  0.710026  -0.067
C  2.677258  6.429189  1.959472  -0.074
C  2.355788  5.627484  3.042644  -0.068
C  1.538530  4.523171  2.862876  -0.112
H  -1.799472  3.847786  0.297717  0.106
H  -0.444266  3.695708  -0.804655  0.057
H  -1.337625  5.017006  2.729766  0.112
H  -3.194311  5.177078  4.337979  0.108
H  -4.254802  3.125298  5.220244  0.108
H  -3.468701  0.907562  4.466952  0.109
H  -1.610631  0.746825  2.830148  0.071
H  0.936103  4.833938  -0.442510  0.083
H  2.403231  6.739903  -0.144424  0.108
H  3.324386  7.286990  2.086491  0.107
H  2.751162  5.852359  4.025169  0.110
H  1.298836  3.898439  3.703429  0.058
C  -0.642308  -2.206848  3.727450  -0.212
Si  0.721490  -2.195536  2.440438  0.413
C  2.393724  -2.681207  3.188234  -0.214
C  0.336572  -3.548545  1.197875  -0.186
Ge  1.382413  0.234402  1.999341  0.771
Si  3.252092  1.084156  0.556050  0.343
C  2.451760  1.947556  -0.911457  -0.236
C  4.329307  2.277637  1.504810  -0.218
C  4.482458  -0.089849  -0.212596  -0.214
Si  1.710971  0.918412  4.482339  0.404
C  1.391658  -0.502970  5.664450  -0.229
C  0.822847  2.286455  5.442521  -0.198
C  3.559472  1.227992  4.622090  -0.235
H  -0.291800  -2.656985  4.654911  0.034
H  -1.467576  -2.807439  3.343350  0.032
H  -1.030268  -1.219938  3.959888  0.010
H  2.219423  -3.193662  4.134995  0.039
H  3.084902  -1.856880  3.382460  0.019
H  2.890252  -3.375953  2.510111  0.017
H  -0.375913  -4.216696  1.691504  0.054
H  1.228293  -4.120171  0.949749  0.025
H  -0.124413  -3.213695  0.276686  0.008
H  2.919976  2.922152  -1.061720  0.038
H  1.378338  2.103316  -0.818606  -0.032
H  2.589189  1.340992  -1.808651  0.032
H  3.773376  3.059127  2.014008  0.006
H  4.991739  2.752448  0.775321  0.044
H  4.950403  1.758946  2.233267  0.021
H  4.035432  -0.727688  -0.968412  0.016
H  5.017541  -0.716399  0.501484  0.037
H  5.214391  0.562497  -0.699975  0.045
H  0.332991  -0.637302  5.876847  0.029
H  1.879802  -0.206186  6.597736  0.044
H  1.806556  -1.451281  5.365557  -0.005
H  0.595358  1.863184  6.422551  0.036
H  -0.118322  2.637407  5.017236  0.007
H  1.474242  3.147528  5.598507  0.029
H  4.138441  0.485494  4.068535  0.021
H  3.850516  1.161599  5.673920  0.039
H  3.844235  2.212351  4.253907  0.013

Atoms 1-3, force components in eV/Å:
Cd -0.25 -0.55 -0.15
C 0.21 0.04 -0.17
C 0.45 0.44 -0.41

---

Please write out number 1 again, unchanged.
The following is a quantum chemistry calculation of an isolated molecule of C6H9ClO at a distorted geometry, from OMol25.

Properties
Charge: 0
LUMO energy: 0.822 eV
Gap between HOMO and LUMO: 9.79 eV
Spin multiplicity: 1
Structure (SMILES): C=CCOC(=C)CCl
Relative energy (zero: lowest compared OMol25 entry of this formula, charge and spin): 84.08 kcal per mole

Each line ends with the natural charge from an NBO analysis.
CARTESIAN COORDINATES (ANGSTROEM)
C  -1.550679  -0.727196  -2.310941  -0.387
C  -1.748340  0.302133  -1.486838  -0.209
C  -0.788982  0.668993  -0.416977  -0.121
O  0.271884  -0.320868  -0.430168  -0.531
C  1.068370  -0.251252  0.681763  0.287
C  2.382415  -0.498024  0.515191  -0.458
C  0.488307  -0.092318  2.072501  -0.516
Cl  -0.018443  1.454823  2.282984  0.011
H  -0.633274  -1.240429  -2.235784  0.213
H  -2.125697  -0.828562  -3.138009  0.194
H  -2.525682  1.047503  -1.368194  0.203
H  -0.223021  1.604588  -0.721762  0.202
H  -1.329663  0.782123  0.714402  0.197
H  2.902548  -0.782038  -0.494647  0.221
H  3.004782  -0.271648  1.361213  0.198
H  1.257043  -0.185651  2.980398  0.262
H  -0.431569  -0.662175  1.994867  0.235

Atoms 1-3, force components in eV/Å:
C 0.58 2.29 1.97
C 0.44 0.08 0.91
C 0.37 -0.24 1.41